[1]
{
  "formula": "C4H12N2O",
  "method": "the ωB97M-V functional and the def2-TZVPD basis",
  "e_lumo_ev": 0.939,
  "smiles": "NCC[C@H](N)CO",
  "max_force_ha_per_bohr": 0.093,
  "relative_energy_kcal_mol": 64.9,
  "homo_lumo_gap_ev": 10.10,
  "charge": 0,
  "species": ["N", "C", "C", "C", "N", "C", "O", "H", "H", "H", "H", "H", "H", "H", "H", "H", "H", "H", "H"],
  "coordinates": [[0.01, 1.50, -2.78], [0.51, 0.50, -1.84], [-0.24, 0.54, -0.44], [0.12, -0.58, 0.64], [-1.00, -1.63, 0.90], [0.54, 0.05, 1.95], [0.81, -0.89, 3.06], [-0.55, 2.28, -2.36], [-0.65, 1.16, -3.51], [1.50, 0.80, -1.56], [0.56, -0.52, -2.23], [-1.31, 0.73, -0.77], [-0.04, 1.42, 0.12], [0.98, -1.14, 0.34], [-0.74, -2.60, 0.92], [-1.93, -1.42, 0.22], [1.55, 0.65, 1.92], [-0.21, 0.78, 2.33], [0.08, -1.61, 3.12]]
}

[2]
{
  "formula": "C4H12N2O",
  "method": "the ωB97M-V functional and the def2-TZVPD basis",
  "e_lumo_ev": 0.886,
  "smiles": "NCCNCCO",
  "max_force_ha_per_bohr": 0.031,
  "relative_energy_kcal_mol": 54.2,
  "homo_lumo_gap_ev": 10.22,
  "charge": 0,
  "species": ["N", "C", "C", "N", "C", "C", "O", "H", "H", "H", "H", "H", "H", "H", "H", "H", "H", "H", "H"],
  "coordinates": [[-2.82, -0.27, 0.76], [-1.86, 0.86, 0.77], [-0.50, 0.41, 1.34], [0.30, -0.48, 0.50], [1.11, 0.15, -0.53], [2.14, -0.84, -1.04], [2.55, -0.55, -2.39], [-2.27, -1.12, 0.93], [-3.22, -0.54, -0.13], [-2.31, 1.54, 1.49], [-1.57, 1.31, -0.20], [0.02, 1.33, 1.66], [-0.79, -0.21, 2.20], [-0.42, -0.96, -0.03], [0.62, 0.76, -1.30], [1.69, 0.96, -0.11], [2.94, -0.88, -0.29], [1.84, -1.89, -1.12], [2.55, 0.40, -2.50]]
}

[3]
{
  "formula": "C4H12N2O",
  "method": "the ωB97M-V functional and the def2-TZVPD basis",
  "e_lumo_ev": 0.603,
  "smiles": "CNC(C)=O.CN",
  "max_force_ha_per_bohr": 0.208,
  "relative_energy_kcal_mol": 107.6,
  "homo_lumo_gap_ev": 9.80,
  "charge": 0,
  "species": ["C", "N", "C", "C", "O", "H", "H", "H", "H", "H", "H", "H", "C", "N", "H", "H", "H", "H", "H"],
  "coordinates": [[1.64, 1.83, 0.03], [1.18, 0.46, -0.49], [2.04, -0.52, -0.06], [1.12, -1.90, -0.01], [3.24, -0.25, 0.10], [2.75, 2.16, -0.31], [1.04, 2.82, -0.35], [1.57, 1.72, 1.24], [0.09, 0.30, -0.29], [0.31, -1.69, -0.47], [1.36, -2.33, 0.89], [1.82, -2.58, -0.62], [-2.64, -0.01, 0.63], [-2.02, 0.02, -0.80], [-2.02, 0.64, 1.38], [-3.77, 0.67, 0.69], [-2.84, -1.11, 0.97], [-2.24, -0.88, -1.36], [-2.64, 0.61, -1.17]]
}

[4]
{
  "formula": "C4H12N2O",
  "method": "the ωB97M-V functional and the def2-TZVPD basis",
  "e_lumo_ev": 0.851,
  "smiles": "CCC/N=C/N.O",
  "max_force_ha_per_bohr": 0.097,
  "relative_energy_kcal_mol": 84.9,
  "homo_lumo_gap_ev": 8.66,
  "charge": 0,
  "species": ["C", "C", "C", "N", "C", "N", "H", "H", "H", "H", "H", "H", "H", "H", "H", "H", "O", "H", "H"],
  "coordinates": [[1.73, -0.91, 1.95], [0.89, -0.74, 0.77], [-0.10, 0.46, 1.09], [-0.52, 1.15, -0.08], [-0.90, 1.18, -1.34], [-0.14, 1.69, -2.31], [1.03, -1.05, 2.94], [2.32, 0.03, 2.38], [2.59, -1.65, 1.74], [0.34, -1.60, 0.45], [1.40, -0.47, -0.17], [-0.92, 0.09, 1.70], [0.39, 1.18, 1.74], [-1.81, 0.75, -1.76], [0.57, 2.21, -1.92], [-0.74, 1.93, -3.18], [-2.40, -1.24, -1.21], [-1.53, -0.92, -1.21], [-2.20, -2.09, -1.57]]
}

[5]
{
  "formula": "C4H12N2O",
  "method": "the ωB97M-V functional and the def2-TZVPD basis",
  "e_lumo_ev": 0.903,
  "smiles": "[H]/N=C/NCCC.O",
  "max_force_ha_per_bohr": 0.028,
  "relative_energy_kcal_mol": 33.4,
  "homo_lumo_gap_ev": 9.97,
  "charge": 0,
  "species": ["H", "N", "C", "N", "C", "C", "C", "H", "H", "H", "H", "H", "H", "H", "H", "H", "O", "H", "H"],
  "coordinates": [[3.10, 0.63, -1.55], [2.38, 0.83, -0.87], [1.31, 0.20, -1.17], [0.13, 0.43, -0.51], [-1.11, 0.53, -1.27], [-2.01, -0.71, -1.15], [-2.32, -1.08, 0.28], [1.38, -0.58, -1.90], [0.26, 1.20, 0.14], [-0.88, 0.57, -2.34], [-1.67, 1.41, -0.96], [-2.82, -0.53, -1.86], [-1.45, -1.58, -1.52], [-1.45, -1.49, 0.77], [-2.63, -0.20, 0.84], [-3.11, -1.83, 0.39], [4.00, 0.62, 4.28], [3.21, 0.24, 4.70], [3.66, 1.33, 3.71]]
}

[6]
{
  "formula": "C4H12N2O",
  "method": "the ωB97M-V functional and the def2-TZVPD basis",
  "e_lumo_ev": [0.668, 0.668],
  "max_force_ha_per_bohr": 0.061,
  "relative_energy_kcal_mol": 151.5,
  "homo_lumo_gap_ev": [8.68, 8.68],
  "charge": 0,
  "species": ["C", "C", "C", "C", "N", "N", "O", "H", "H", "H", "H", "H", "H", "H", "H", "H", "H", "H", "H"],
  "coordinates": [[0.73, 0.41, 0.12], [-0.07, 1.38, -0.68], [-0.50, -1.32, -0.28], [2.17, 0.17, -0.20], [-1.49, 1.18, -0.57], [-0.57, -1.84, 1.08], [-1.80, 1.34, 0.85], [-2.63, 1.83, 0.82], [-1.27, -0.14, -0.52], [0.52, 0.44, 1.18], [-1.17, -1.23, 1.64], [-0.96, -2.78, 1.10], [0.19, 1.33, -1.74], [0.19, 2.38, -0.29], [0.35, -1.73, -0.81], [-1.33, -1.72, -0.89], [2.81, 0.97, 0.20], [2.50, -0.76, 0.28], [2.34, 0.09, -1.28]]
}

[7]
{
  "formula": "C4H12N2O",
  "method": "the ωB97M-V functional and the def2-TZVPD basis",
  "e_lumo_ev": 1.012,
  "smiles": "[H]/N=C/NCCC.O",
  "max_force_ha_per_bohr": 0.030,
  "relative_energy_kcal_mol": 30.1,
  "homo_lumo_gap_ev": 10.17,
  "charge": 0,
  "species": ["H", "N", "C", "N", "C", "C", "C", "H", "H", "H", "H", "H", "H", "H", "H", "H", "O", "H", "H"],
  "coordinates": [[1.11, -1.52, -2.89], [0.94, -1.25, -1.94], [-0.26, -1.13, -1.53], [-0.47, -1.08, -0.16], [-1.53, -0.28, 0.44], [-0.99, 0.60, 1.60], [-0.59, 1.99, 1.14], [-1.21, -1.20, -2.05], [0.39, -1.07, 0.35], [-2.31, -0.93, 0.86], [-1.91, 0.42, -0.31], [-1.81, 0.65, 2.31], [-0.19, 0.06, 2.11], [0.12, 1.97, 0.32], [-1.42, 2.57, 0.73], [-0.13, 2.56, 1.95], [2.53, 0.62, 0.26], [2.92, -0.04, -0.30], [1.60, 0.63, 0.08]]
}

[8]
{
  "formula": "C4H12N2O2",
  "method": "the ωB97M-V functional and the def2-TZVPD basis",
  "spin_multiplicity": 2,
  "e_lumo_ev": [3.862, 3.839],
  "max_force_ha_per_bohr": 0.047,
  "relative_energy_kcal_mol": 33.3,
  "homo_lumo_gap_ev": [2.89, 9.50],
  "charge": -1,
  "species": ["N", "C", "C", "N", "C", "C", "O", "H", "H", "H", "H", "H", "H", "H", "H", "H", "H", "H", "H", "O"],
  "coordinates": [[1.23, -1.12, 1.78], [-0.01, -0.34, 1.60], [0.24, 0.69, 0.51], [-0.78, 0.84, -0.45], [-0.37, 1.75, -1.54], [-1.80, -0.15, -0.72], [1.16, 1.49, 0.55], [1.98, -0.60, 2.22], [1.03, -1.99, 2.27], [-0.82, -1.03, 1.40], [-0.27, 0.19, 2.54], [0.55, 1.38, -2.00], [-0.11, 2.71, -1.10], [-1.23, 1.88, -2.19], [-1.61, -1.13, -0.29], [-2.71, 0.10, -0.14], [-1.89, -0.22, -1.80], [1.83, -1.68, -0.12], [1.57, -1.00, -1.45], [2.04, -1.77, -1.06]]
}

[9]
{
  "formula": "C4H12N2O2",
  "method": "the ωB97M-V functional and the def2-TZVPD basis",
  "spin_multiplicity": 2,
  "e_lumo_ev": [3.879, 3.781],
  "max_force_ha_per_bohr": 0.068,
  "relative_energy_kcal_mol": 106.3,
  "homo_lumo_gap_ev": [6.75, 7.21],
  "charge": -1,
  "species": ["O", "C", "C", "C", "C", "N", "N", "H", "H", "H", "H", "H", "H", "H", "H", "H", "H", "H", "H", "O"],
  "coordinates": [[-0.96, -2.70, 1.87], [-0.40, -2.23, 0.91], [-0.31, -0.69, 0.57], [1.09, -0.13, 0.93], [1.34, 1.24, 0.14], [1.15, 0.91, -1.19], [-1.42, 0.09, 0.97], [0.20, -2.99, 0.24], [-0.23, -0.62, -0.63], [1.75, -0.77, 0.42], [1.27, -0.14, 1.99], [2.35, 1.54, 0.39], [0.61, 1.97, 0.52], [-0.08, 1.01, -1.51], [1.61, 1.58, -1.84], [-2.09, -0.62, 1.34], [-1.87, 0.70, 0.25], [-0.85, -1.04, -1.33], [-1.82, 1.64, -2.40], [-1.34, 1.24, -1.67]]
}

[10]
{
  "formula": "C4H12N2O2",
  "method": "the ωB97M-V functional and the def2-TZVPD basis",
  "e_lumo_ev": 0.866,
  "smiles": "CO[C@@H]1NO1.CNC",
  "max_force_ha_per_bohr": 0.031,
  "relative_energy_kcal_mol": 108.0,
  "homo_lumo_gap_ev": 9.62,
  "charge": 0,
  "species": ["C", "O", "C", "N", "O", "H", "H", "H", "H", "H", "C", "N", "C", "H", "H", "H", "H", "H", "H", "H"],
  "coordinates": [[0.06, 2.72, 0.60], [-0.92, 1.79, 1.06], [-1.60, 1.13, 0.09], [-0.96, 0.72, -1.10], [-1.96, 1.75, -1.08], [0.43, 3.22, 1.49], [-0.39, 3.45, -0.08], [0.87, 2.20, 0.09], [-2.34, 0.49, 0.56], [-1.37, -0.13, -1.51], [0.93, -2.30, -1.07], [1.26, -1.20, -0.19], [0.73, -1.39, 1.15], [1.29, -2.07, -2.07], [1.44, -3.20, -0.72], [-0.15, -2.51, -1.13], [0.90, -0.33, -0.58], [1.23, -2.24, 1.61], [0.92, -0.50, 1.74], [-0.36, -1.59, 1.16]]
}